{
  "formula": "C33H29NO3P2",
  "method": "ωB97M-V/def2-TZVPD",
  "elements": ["O", "C", "N", "C", "C", "C", "C", "C", "C", "H", "H", "H", "C", "P", "O", "C", "C", "C", "C", "C", "C", "H", "H", "H", "H", "H", "C", "C", "C", "C", "C", "C", "H", "H", "H", "H", "H", "H", "H", "H", "H", "C", "P", "O", "C", "C", "C", "C", "C", "C", "H", "H", "H", "H", "H", "C", "C", "C", "C", "C", "C", "H", "H", "H", "H", "H", "H", "H"],
  "coordinates": [[-0.113, 1.408, 0.480], [0.971, 1.363, -0.061], [1.467, 0.318, -0.765], [0.903, -0.942, -0.987], [-0.347, -1.298, -0.499], [-0.884, -2.546, -0.788], [-0.152, -3.450, -1.546], [1.108, -3.107, -2.005], [1.636, -1.859, -1.738], [2.612, -1.584, -2.109], [1.677, -3.813, -2.591], [-0.574, -4.414, -1.783], [-2.291, -2.843, -0.385], [-3.299, -2.258, -1.832], [-3.004, -3.010, -3.056], [-5.047, -2.366, -1.324], [-5.508, -2.110, -0.040], [-6.860, -2.205, 0.238], [-7.754, -2.555, -0.761], [-7.297, -2.817, -2.042], [-5.946, -2.722, -2.321], [-5.561, -2.931, -3.309], [-7.993, -3.094, -2.820], [-8.809, -2.628, -0.537], [-7.218, -2.008, 1.238], [-4.817, -1.845, 0.747], [-2.886, -0.490, -1.956], [-3.398, 0.483, -1.109], [-2.943, 1.785, -1.209], [-1.979, 2.116, -2.146], [-1.476, 1.148, -3.000], [-1.931, -0.154, -2.906], [-1.555, -0.930, -3.558], [-0.726, 1.406, -3.734], [-1.619, 3.132, -2.210], [-3.333, 2.543, -0.546], [-4.147, 0.223, -0.376], [-2.475, -3.914, -0.280], [-2.563, -2.320, 0.530], [-0.903, -0.590, 0.093], [2.392, 0.439, -1.162], [1.969, 2.509, 0.027], [3.595, 1.797, 0.557], [4.370, 1.294, -0.589], [3.163, 0.491, 1.749], [3.856, -0.706, 1.632], [3.550, -1.769, 2.462], [2.550, -1.635, 3.409], [1.859, -0.439, 3.529], [2.162, 0.627, 2.702], [1.605, 1.547, 2.785], [1.075, -0.339, 4.264], [2.303, -2.465, 4.055], [4.086, -2.702, 2.365], [4.623, -0.790, 0.875], [4.453, 3.114, 1.472], [5.727, 3.450, 1.037], [6.445, 4.434, 1.692], [5.890, 5.080, 2.784], [4.618, 4.742, 3.221], [3.897, 3.759, 2.569], [2.909, 3.494, 2.913], [4.189, 5.247, 4.074], [6.447, 5.849, 3.298], [7.436, 4.697, 1.353], [6.136, 2.930, 0.183], [1.590, 3.273, 0.704], [2.138, 2.954, -0.957]],
  "nbo_charge": [-0.611, 0.700, -0.642, 0.231, -0.274, -0.014, -0.212, -0.193, -0.261, 0.212, 0.215, 0.219, -0.773, 1.932, -1.093, -0.334, -0.229, -0.204, -0.200, -0.207, -0.203, 0.241, 0.217, 0.215, 0.213, 0.212, -0.345, -0.224, -0.191, -0.193, -0.222, -0.194, 0.241, 0.215, 0.212, 0.214, 0.215, 0.252, 0.238, 0.252, 0.426, -0.869, 1.935, -1.109, -0.445, -0.123, -0.225, -0.193, -0.196, -0.197, 0.218, 0.216, 0.216, 0.218, 0.229, -0.340, -0.205, -0.207, -0.195, -0.199, -0.218, 0.213, 0.216, 0.217, 0.218, 0.242, 0.262, 0.271],
  "homo_lumo_gap_ev": 8.87,
  "lumo_ev": 0.5769,
  "smiles": "O=C(CP(=O)(c1ccccc1)c1ccccc1)Nc1cccc(CP(=O)(c2ccccc2)c2ccccc2)c1",
  "total_charge": 0
}

=====

{
  "formula": "C33H30AsN4PRuS",
  "method": "ωB97M-V/def2-TZVPD",
  "elements": ["Ru", "N", "C", "C", "N", "C", "C", "N", "C", "C", "N", "H", "H", "H", "H", "H", "H", "S", "C", "C", "C", "C", "C", "C", "C", "As", "C", "C", "C", "C", "C", "C", "C", "C", "C", "C", "C", "C", "H", "H", "H", "H", "H", "H", "H", "H", "H", "H", "H", "H", "H", "C", "P", "C", "C", "C", "C", "C", "C", "C", "H", "H", "H", "H", "H", "H", "H", "H", "H", "H", "H"],
  "coordinates": [[-0.085, -1.031, -0.649], [-3.099, -3.693, 0.514], [-3.606, -2.699, 1.323], [-2.787, -1.626, 1.165], [-1.793, -1.953, 0.263], [-2.004, -3.207, -0.091], [-1.111, -3.773, -1.075], [-0.205, -2.974, -1.610], [0.515, -3.747, -2.499], [0.008, -5.006, -2.507], [-1.026, -5.007, -1.593], [-3.487, -4.619, 0.423], [-4.493, -2.840, 1.914], [-2.843, -0.656, 1.629], [1.314, -3.338, -3.093], [0.282, -5.884, -3.065], [-1.593, -5.807, -1.361], [1.821, 0.527, -3.115], [1.014, -0.293, -2.152], [-2.677, 2.124, 4.152], [-1.483, 1.423, 4.042], [-0.966, 1.136, 2.787], [-1.630, 1.562, 1.644], [-2.829, 2.257, 1.753], [-3.350, 2.535, 3.012], [-0.810, 1.237, -0.076], [0.521, 2.625, -0.077], [1.736, 2.646, 0.582], [2.532, 3.780, 0.504], [2.105, 4.874, -0.240], [0.889, 4.846, -0.909], [0.087, 3.715, -0.832], [-1.227, 3.528, -1.500], [-1.877, 4.462, -2.297], [-3.104, 4.154, -2.868], [-3.700, 2.916, -2.659], [-3.065, 1.972, -1.864], [-1.843, 2.292, -1.290], [-3.081, 2.353, 5.130], [-0.956, 1.106, 4.932], [-0.041, 0.590, 2.697], [-3.355, 2.591, 0.867], [-4.281, 3.080, 3.097], [2.057, 1.795, 1.166], [3.480, 3.818, 1.024], [2.726, 5.758, -0.299], [0.575, 5.706, -1.487], [-1.432, 5.433, -2.473], [-3.603, 4.890, -3.486], [-4.656, 2.690, -3.111], [-3.527, 1.007, -1.693], [1.872, -0.957, 2.457], [1.395, -1.743, 0.904], [1.196, -3.488, 1.338], [2.916, -1.681, -0.088], [3.262, -2.740, -0.925], [4.344, -2.632, -1.787], [5.090, -1.462, -1.823], [4.763, -0.407, -0.980], [3.679, -0.515, -0.122], [2.078, 0.102, 2.328], [2.770, -1.460, 2.819], [1.077, -1.069, 3.195], [2.128, -3.855, 1.771], [0.947, -4.082, 0.463], [0.395, -3.592, 2.072], [2.702, -3.666, -0.898], [4.611, -3.463, -2.426], [5.937, -1.379, -2.491], [5.355, 0.498, -0.987], [3.443, 0.316, 0.528]],
  "lowdin_charge": [0.602, 0.149, -0.022, -0.071, -0.030, -0.269, -0.283, -0.008, -0.095, -0.023, 0.151, 0.177, 0.135, 0.096, 0.119, 0.135, 0.178, 0.894, -0.767, -0.057, -0.058, -0.123, -0.387, -0.086, -0.054, 1.284, -0.308, -0.092, -0.057, -0.046, -0.001, -0.186, -0.182, 0.001, -0.041, -0.061, -0.097, -0.330, 0.116, 0.113, 0.050, 0.102, 0.116, 0.065, 0.113, 0.117, 0.117, 0.118, 0.118, 0.114, 0.105, -0.219, 0.822, -0.210, -0.381, -0.112, -0.060, -0.058, -0.067, -0.110, 0.026, 0.079, 0.053, 0.076, 0.027, 0.061, 0.088, 0.116, 0.118, 0.118, 0.082],
  "homo_lumo_gap_ev": [6.24, 6.24],
  "lumo_ev": [-6.9240, -6.9232],
  "total_charge": 2
}

=====

{
  "formula": "C33H30BrIN4O4P2PtS",
  "method": "ωB97M-V/def2-TZVPD",
  "elements": ["Pt", "C", "N", "P", "C", "C", "C", "C", "C", "C", "C", "C", "C", "C", "C", "C", "P", "C", "C", "C", "C", "C", "C", "C", "C", "C", "C", "C", "C", "H", "H", "H", "H", "H", "H", "H", "H", "H", "H", "H", "H", "H", "H", "H", "H", "H", "H", "H", "H", "H", "H", "H", "Br", "C", "C", "C", "C", "C", "N", "H", "H", "H", "H", "O", "S", "O", "O", "O", "I", "C", "C", "N", "N", "C", "H", "H", "H"],
  "coordinates": [[0.423, 0.539, -1.054], [-1.911, 0.879, 0.756], [-0.655, 0.138, 0.620], [0.560, 0.539, 1.753], [-0.416, 0.662, 3.298], [-1.048, -0.455, 3.847], [-1.833, -0.329, 4.978], [-1.994, 0.915, 5.578], [-1.368, 2.029, 5.044], [-0.582, 1.899, 3.906], [1.467, -1.018, 2.055], [1.512, -2.064, 1.144], [2.300, -3.179, 1.393], [3.057, -3.253, 2.551], [3.032, -2.202, 3.460], [2.246, -1.090, 3.210], [-0.700, -1.022, -2.093], [-0.921, -2.619, -1.312], [-1.639, -2.757, -0.122], [-1.717, -3.995, 0.492], [-1.072, -5.092, -0.064], [-0.353, -4.955, -1.239], [-0.272, -3.721, -1.868], [-2.307, -0.392, -2.582], [-2.280, 0.785, -3.336], [-3.468, 1.382, -3.716], [-4.682, 0.817, -3.342], [-4.707, -0.353, -2.602], [-3.518, -0.964, -2.222], [-2.489, 0.448, 1.578], [-2.490, 0.774, -0.163], [-1.788, 1.950, 0.948], [-0.918, -1.424, 3.379], [-2.320, -1.200, 5.398], [-2.606, 1.011, 6.466], [-1.492, 2.998, 5.511], [-0.096, 2.770, 3.481], [0.937, -2.003, 0.236], [2.320, -3.988, 0.673], [3.672, -4.123, 2.745], [3.623, -2.252, 4.365], [2.229, -0.276, 3.927], [-2.103, -1.895, 0.339], [-2.272, -4.101, 1.415], [-1.130, -6.056, 0.425], [0.152, -5.809, -1.671], [0.295, -3.607, -2.781], [-1.330, 1.218, -3.635], [-3.447, 2.287, -4.310], [-5.610, 1.288, -3.638], [-5.652, -0.799, -2.320], [-3.548, -1.885, -1.656], [2.105, 3.662, -2.972], [3.158, 2.349, -2.101], [4.337, 1.970, -2.720], [5.137, 1.044, -2.079], [4.736, 0.544, -0.847], [3.535, 0.975, -0.327], [2.733, 1.857, -0.942], [4.598, 2.389, -3.680], [6.057, 0.710, -2.541], [5.329, -0.178, -0.305], [3.172, 0.599, 0.623], [2.071, -1.553, -4.808], [1.487, -0.584, -3.942], [0.022, -1.359, -3.486], [1.032, 0.661, -4.493], [2.136, -0.443, -2.631], [-2.039, 6.917, -0.469], [-0.882, 5.227, -0.338], [0.294, 5.075, 0.363], [0.687, 3.806, 0.164], [-0.146, 3.133, -0.628], [-1.116, 3.975, -0.933], [0.859, 5.768, 0.961], [1.535, 3.337, 0.450], [-1.929, 3.665, -1.567]],
  "lowdin_charge": [0.815, -0.218, -0.482, 0.941, -0.384, -0.091, -0.077, -0.085, -0.082, -0.104, -0.394, -0.091, -0.070, -0.089, -0.087, -0.112, 0.797, -0.326, -0.110, -0.070, -0.076, -0.071, -0.056, -0.318, -0.082, -0.069, -0.075, -0.073, -0.074, 0.074, 0.055, 0.054, 0.111, 0.104, 0.102, 0.103, 0.093, 0.056, 0.104, 0.100, 0.101, 0.106, 0.093, 0.106, 0.105, 0.108, 0.112, 0.096, 0.109, 0.105, 0.105, 0.099, 0.801, -0.746, -0.108, -0.044, -0.045, -0.157, -0.038, 0.105, 0.115, 0.111, 0.070, -0.265, 0.403, -0.417, -0.321, -0.398, 0.855, -0.787, -0.153, -0.032, -0.050, -0.219, 0.118, 0.108, 0.107],
  "homo_lumo_gap_ev": [7.39, 7.39],
  "lumo_ev": [-0.3758, -0.3756],
  "total_charge": 0
}

=====

{
  "formula": "C33H30N8O4SSiSn",
  "method": "ωB97M-V/def2-TZVPD",
  "elements": ["Sn", "O", "C", "N", "C", "C", "C", "C", "C", "C", "N", "C", "O", "C", "C", "C", "C", "C", "N", "C", "C", "C", "C", "C", "N", "H", "H", "H", "H", "H", "H", "H", "H", "H", "H", "H", "H", "N", "C", "C", "C", "C", "C", "C", "S", "O", "O", "N", "C", "N", "C", "C", "C", "N", "H", "H", "H", "H", "H", "H", "H", "H", "H", "C", "Si", "C", "C", "C", "C", "H", "H", "H", "H", "H", "H", "H", "H", "H"],
  "coordinates": [[-0.922, -0.472, -1.165], [1.048, 1.212, -4.703], [0.311, 0.644, -3.907], [0.407, 0.658, -2.556], [1.576, 1.295, -2.049], [2.835, 0.836, -2.428], [3.987, 1.468, -2.002], [3.896, 2.594, -1.197], [2.658, 3.052, -0.792], [1.497, 2.392, -1.191], [0.257, 2.814, -0.662], [0.004, 3.828, 0.226], [0.360, 4.973, 0.302], [-2.382, 3.139, 0.549], [-3.661, 3.573, 0.826], [-4.634, 3.294, -0.126], [-4.320, 2.611, -1.303], [-3.035, 2.157, -1.518], [-2.132, 2.405, -0.564], [-0.855, -0.140, -4.463], [-1.052, -0.192, -5.838], [-2.119, -0.921, -6.329], [-2.951, -1.582, -5.432], [-2.673, -1.482, -4.081], [-1.651, -0.773, -3.613], [2.884, -0.030, -3.074], [4.954, 1.089, -2.305], [4.790, 3.109, -0.870], [2.576, 3.928, -0.163], [-3.884, 4.110, 1.736], [-5.657, 3.609, 0.033], [-5.075, 2.441, -2.055], [-2.712, 1.641, -2.412], [-0.363, 0.346, -6.474], [-2.309, -0.982, -7.392], [-3.798, -2.160, -5.775], [-3.282, -1.977, -3.331], [3.597, -4.863, 5.004], [2.975, -4.136, 4.009], [1.579, -4.039, 3.962], [0.963, -3.255, 3.007], [1.735, -2.566, 2.086], [3.119, -2.640, 2.122], [3.736, -3.426, 3.074], [0.990, -1.451, 0.943], [-0.354, -1.181, 1.446], [1.862, -0.322, 0.782], [0.778, -2.066, -0.547], [0.122, -3.257, -0.717], [-0.794, -3.260, -1.711], [-1.361, -4.415, -2.024], [-1.065, -5.591, -1.358], [-0.165, -5.475, -0.309], [0.431, -4.338, 0.013], [3.052, -5.568, 5.469], [4.559, -5.111, 4.848], [0.985, -4.579, 4.689], [-0.114, -3.163, 2.963], [3.692, -2.068, 1.404], [4.817, -3.489, 3.109], [-2.087, -4.392, -2.831], [-1.523, -6.531, -1.625], [0.099, -6.334, 0.301], [0.760, 4.406, 3.231], [-0.503, 3.036, 2.950], [-2.080, 3.400, 3.931], [0.255, 1.441, 3.546], [-1.009, 3.000, 1.084], [-0.791, 1.945, -0.098], [0.849, 4.623, 4.298], [0.511, 5.330, 2.711], [1.740, 4.082, 2.874], [-1.838, 3.433, 4.995], [-2.823, 2.613, 3.784], [-2.532, 4.360, 3.671], [0.564, 1.549, 4.589], [1.133, 1.188, 2.955], [-0.436, 0.604, 3.465]],
  "lowdin_charge": [1.354, 0.057, -0.482, -0.043, -0.234, -0.020, -0.080, -0.083, -0.007, -0.138, 0.080, -0.420, 0.106, -0.141, 0.027, -0.034, -0.035, -0.042, 0.015, -0.196, 0.013, -0.046, -0.055, -0.146, -0.012, 0.123, 0.100, 0.101, 0.108, 0.110, 0.113, 0.111, 0.109, 0.120, 0.110, 0.104, 0.108, 0.100, -0.320, -0.027, -0.067, -0.308, -0.051, -0.026, 0.519, -0.416, -0.301, -0.193, -0.511, 0.064, -0.135, -0.060, -0.124, 0.144, 0.089, 0.089, 0.109, 0.114, 0.119, 0.111, 0.104, 0.095, 0.110, -0.170, 0.600, -0.181, -0.162, -0.163, -0.189, 0.034, 0.025, 0.038, 0.031, 0.033, 0.024, 0.039, 0.027, 0.027],
  "homo_lumo_gap_ev": 7.01,
  "lumo_ev": -0.3178,
  "total_charge": 0
}

=====

For each record above, in turn, the calculated maximum force values are 1.64, 3.56, 0.56, 1.20 eV Å⁻¹.
For each record above, in turn, the calculated ΔE to the lowest compared entry with this formula, charge and spin values are 0.0, 122.4, 132.3, 275.9 kJ/mol.
For each record above, in turn, the calculated total energy values are -60905.466, -124201.176, -159661.417, -79362.500 eV.